C27H30N4O2 | the ωB97M-V functional and the def2-TZVPD basis

The geometry in XYZ format:
```
63
Properties=species:S:1:pos:R:3
O 0.65 4.16 -3.60
C 0.50 3.59 -2.54
N 0.65 2.26 -2.31
N 0.94 1.25 -3.16
C 1.27 1.43 -4.38
C 1.57 0.28 -5.22
C 1.93 0.48 -6.55
C 2.22 -0.60 -7.37
C 2.15 -1.89 -6.87
C 1.79 -2.10 -5.54
C 1.51 -1.02 -4.73
H 1.23 -1.17 -3.70
H 1.74 -3.11 -5.17
O 2.43 -2.98 -7.64
H 2.66 -2.70 -8.53
H 2.50 -0.43 -8.41
H 1.99 1.48 -6.95
H 1.35 2.41 -4.85
H 0.35 1.94 -1.39
C 0.13 4.34 -1.26
C -1.05 3.72 -0.49
N -0.71 2.41 0.05
C -1.84 1.51 0.19
C -1.34 0.12 0.57
N -0.63 0.19 1.83
C 0.51 1.08 1.68
C 0.02 2.47 1.31
H 0.87 3.14 1.20
H -0.63 2.86 2.11
H 1.06 1.12 2.62
H 1.19 0.71 0.89
C -0.24 -1.13 2.31
C 0.44 -1.05 3.66
C -0.01 -0.17 4.64
C 0.59 -0.14 5.88
C 1.64 -1.00 6.17
C 2.09 -1.88 5.21
C 1.50 -1.91 3.96
H 1.86 -2.60 3.21
H 2.91 -2.55 5.43
H 2.10 -0.98 7.15
H 0.23 0.55 6.63
H -0.82 0.50 4.40
C -1.44 -2.03 2.50
C -1.35 -3.38 2.18
C -2.43 -4.22 2.40
C -3.60 -3.73 2.95
C -3.69 -2.39 3.28
C -2.61 -1.54 3.06
H -2.68 -0.50 3.31
H -4.60 -1.99 3.70
H -4.44 -4.39 3.12
H -2.35 -5.27 2.14
H -0.45 -3.77 1.74
H 0.46 -1.61 1.59
H -2.19 -0.56 0.66
H -0.68 -0.25 -0.24
H -2.37 1.46 -0.76
H -2.54 1.87 0.97
H -1.37 4.41 0.30
H -1.88 3.59 -1.19
H 1.02 4.37 -0.62
H -0.12 5.36 -1.54
```

Lowest unoccupied orbital energy (eV): 0.71
Frontier orbital gap (eV): 8.559
E (Ha): -1416.35840

Atom charges from the Löwdin analysis, given in e for atoms 1 to 8: 0.058 -0.468 0.047 0.069 -0.099 -0.218 -0.036 -0.027

C3H7O3 | the ωB97M-V functional and the def2-TZVPD basis

The geometry in XYZ format:
```
13
Properties=species:S:1:pos:R:3
O 1.98 -1.00 1.07
C 1.91 -0.15 2.00
O 2.48 -0.15 3.09
H 1.25 0.73 1.76
H 0.52 -1.13 0.42
C -0.35 -0.15 -0.96
O -0.39 -1.17 -0.01
C -1.67 0.59 -1.13
H 0.42 0.59 -0.74
H -0.08 -0.54 -1.95
H -1.61 1.31 -1.95
H -2.50 -0.07 -1.36
H -1.94 1.14 -0.23
```

Lowest unoccupied orbital energy (eV): 3.94
Net charge: -1
Frontier orbital gap (eV): 8.527
E (Ha): -344.28659

Atom charges from the Löwdin analysis, given in e for atoms 1 to 8: -0.136 -0.643 -0.096 0.099 0.013 -0.391 -0.114 -0.113

C50H129N25O6P6 | the ωB97M-V functional and the def2-TZVPD basis

The geometry in XYZ format:
```
216
Properties=species:S:1:pos:R:3
O -3.67 1.95 -2.10
P -4.47 0.95 -2.88
N -6.14 1.27 -3.06
C -6.70 2.29 -2.21
C -7.06 0.75 -4.07
N -4.60 -0.64 -2.17
C -3.34 -1.45 -2.31
C -5.21 -0.79 -0.85
N -3.83 0.79 -4.45
C -3.14 1.92 -5.11
C -4.24 -0.27 -5.35
H -5.98 2.42 -1.40
H -7.66 1.96 -1.80
H -6.91 3.22 -2.73
H -6.76 1.13 -5.05
H -8.06 1.14 -3.89
H -7.12 -0.34 -4.13
H -3.34 -1.90 -3.31
H -2.57 -0.69 -2.19
H -3.21 -2.28 -1.62
H -4.82 -0.10 -0.10
H -6.28 -0.61 -0.97
H -5.12 -1.80 -0.44
H -2.45 2.33 -4.37
H -2.51 1.58 -5.93
H -3.80 2.72 -5.45
H -3.37 -0.75 -5.79
H -4.66 0.22 -6.23
H -4.91 -0.99 -4.88
O 1.26 -1.34 -0.18
P 1.13 0.14 -0.02
N 2.18 0.90 1.07
C 3.15 0.12 1.80
C 2.26 2.34 1.31
N -0.38 0.66 0.58
C -1.12 -0.21 1.49
C -0.77 2.07 0.61
N 1.46 0.94 -1.52
C 0.52 0.76 -2.60
C 2.84 1.01 -2.00
H 3.10 -0.90 1.43
H 3.02 0.12 2.88
H 4.17 0.39 1.52
H 3.09 2.67 1.94
H 1.39 2.78 1.81
H 2.34 2.90 0.38
H -1.13 -1.26 1.19
H -0.81 -0.08 2.52
H -2.14 0.15 1.33
H -0.82 2.40 1.65
H -0.12 2.66 -0.04
H -1.77 2.15 0.18
H 0.97 0.60 -3.58
H -0.28 0.07 -2.35
H 0.01 1.70 -2.80
H 2.90 1.72 -2.83
H 3.20 0.12 -2.51
H 3.56 1.16 -1.20
O 2.40 7.54 -3.14
P 2.17 6.07 -3.05
N 3.45 5.10 -2.41
C 3.85 5.14 -1.00
C 4.66 5.04 -3.29
N 1.97 5.43 -4.60
C 2.05 6.21 -5.88
C 1.57 4.02 -4.79
N 0.70 5.68 -2.30
C 0.53 4.47 -1.68
C -0.25 6.70 -1.89
H 2.98 5.01 -0.37
H 4.34 6.07 -0.73
H 4.36 4.21 -0.72
H 4.46 4.68 -4.30
H 5.30 4.26 -2.88
H 5.14 6.02 -3.33
H 2.98 6.08 -6.44
H 1.18 6.15 -6.52
H 1.97 7.25 -5.59
H 0.56 3.88 -4.40
H 1.60 3.74 -5.84
H 2.19 3.32 -4.24
H -0.37 3.97 -2.06
H 1.38 3.79 -1.78
H 0.44 4.60 -0.60
H -1.29 6.36 -1.91
H -0.32 7.45 -2.68
H 0.00 7.19 -0.95
O -0.05 -6.51 1.56
P 0.21 -5.96 2.94
N 1.09 -4.44 2.96
C 2.46 -4.39 2.39
C 0.46 -3.09 3.05
N 1.13 -7.04 3.95
C 1.26 -8.39 3.42
C 1.44 -6.90 5.39
N -1.28 -5.74 3.82
C -1.34 -5.25 5.17
C -2.48 -6.43 3.32
H 3.05 -5.20 2.81
H 2.89 -3.41 2.57
H 2.43 -4.62 1.32
H 1.18 -2.54 3.66
H -0.54 -3.08 3.50
H 0.34 -2.58 2.10
H 2.21 -8.43 2.88
H 1.24 -9.12 4.23
H 0.42 -8.57 2.75
H 0.75 -7.52 5.96
H 2.46 -7.21 5.63
H 1.45 -5.86 5.72
H -1.38 -6.07 5.89
H -0.39 -4.76 5.40
H -2.22 -4.61 5.24
H -2.48 -7.47 3.64
H -2.41 -6.55 2.24
H -3.32 -5.78 3.56
O -0.10 -3.94 -6.50
P 1.09 -3.05 -6.37
N 2.12 -3.06 -7.78
C 3.14 -4.13 -7.97
C 1.66 -2.44 -9.04
N 2.11 -3.30 -4.96
C 1.55 -3.81 -3.74
C 3.43 -2.71 -4.88
N 0.71 -1.42 -6.11
C -0.58 -1.15 -5.52
C 1.69 -0.29 -6.29
H 3.73 -3.84 -8.84
H 2.71 -5.12 -8.13
H 3.84 -4.24 -7.14
H 2.50 -2.37 -9.72
H 1.19 -1.47 -8.87
H 0.97 -3.20 -9.42
H 1.16 -3.06 -3.05
H 0.78 -4.55 -3.96
H 2.34 -4.37 -3.23
H 3.81 -2.32 -5.82
H 3.47 -1.92 -4.12
H 4.14 -3.40 -4.44
H -0.86 -0.10 -5.52
H -1.32 -1.71 -6.09
H -0.63 -1.55 -4.51
H 1.87 -0.04 -7.33
H 2.65 -0.40 -5.77
H 1.35 0.65 -5.86
O -5.20 -0.89 7.04
P -4.02 -0.18 6.45
N -2.51 -0.57 7.18
C -2.42 -1.55 8.25
C -1.22 -0.12 6.54
N -4.07 1.52 6.68
C -3.21 2.40 5.91
C -4.68 2.15 7.86
N -3.85 -0.36 4.72
C -3.46 -1.68 4.29
C -4.91 0.21 3.76
H -1.57 -1.44 8.92
H -2.28 -2.49 7.71
H -3.38 -1.46 8.77
H -1.13 -0.27 5.46
H -0.34 -0.72 6.76
H -1.10 0.94 6.78
H -2.43 2.80 6.56
H -2.86 2.09 4.93
H -3.79 3.26 5.57
H -3.99 2.23 8.71
H -5.20 3.10 7.72
H -5.48 1.51 8.21
H -4.22 -2.43 4.49
H -3.09 -1.72 3.27
H -2.66 -2.11 4.89
H -5.10 1.27 3.91
H -5.85 -0.30 3.99
H -4.80 0.01 2.70
C 4.44 -2.23 5.44
C 3.06 -2.13 5.94
N 1.96 -2.07 6.28
H 4.43 -2.02 4.37
H 4.88 -3.21 5.64
H 5.00 -1.50 6.03
C -1.53 7.22 1.64
C -0.79 6.01 1.85
N -0.31 4.96 2.05
H -1.13 7.92 2.37
H -2.57 7.09 1.93
H -1.58 7.54 0.60
C 4.03 -2.97 -0.94
C 4.84 -1.76 -0.70
N 5.47 -0.77 -0.42
H 3.74 -3.53 -0.05
H 4.69 -3.57 -1.58
H 3.09 -2.73 -1.44
C 5.25 4.88 2.55
C 5.87 6.16 2.26
N 6.36 7.19 2.02
H 5.32 4.17 1.72
H 4.20 4.90 2.83
H 5.78 4.49 3.41
C 6.98 -0.41 2.75
C 7.01 1.03 2.39
N 7.03 2.16 2.15
H 7.94 -0.89 2.89
H 6.63 -0.89 1.84
H 6.40 -0.64 3.64
C -3.56 3.42 2.07
C -4.96 3.18 1.60
N -6.04 3.03 1.26
H -3.21 2.44 2.38
H -3.69 4.07 2.94
H -2.90 3.74 1.26
C -0.16 -4.33 -0.64
C -1.52 -4.33 -0.18
N -2.63 -4.30 0.14
H 0.17 -5.35 -0.86
H 0.46 -3.82 0.11
H -0.04 -3.73 -1.54
```

Lowest unoccupied orbital energy (eV): -0.09
Frontier orbital gap (eV): 8.104
E (Ha): -5851.04290

Atom charges from the Löwdin analysis, given in e for atoms 1 to 8: -0.308 0.611 -0.313 -0.147 -0.101 -0.286 -0.093 -0.121